Here is a single C6H8O2 molecule from the Open Molecules 2025 dataset. Energies are from ωB97M-V/def2-TZVPD.

```
16
Properties=species:S:1:pos:R:3:mulliken_charge:R:1
O 1.7842 0.3261 -0.5768 -0.444
O -1.8933 0.3480 -0.4990 -0.421
C 0.0584 0.6491 0.8617 -0.582
C 0.8168 1.1977 -0.2152 0.084
C -1.3753 -1.0154 -0.0631 -0.638
C -0.7177 1.2372 -0.2619 -0.328
C 1.5298 -0.9433 -0.0531 -0.284
C 0.0133 -0.7592 0.0777 0.087
H 1.6909 -1.7229 -0.9254 0.239
H -2.0125 -1.2898 0.8584 0.236
H -1.6823 -1.7230 -0.8406 0.274
H 2.0878 -0.9731 0.8770 0.285
H 1.0562 2.2678 -0.1337 0.365
H -1.2250 2.2542 -0.1076 0.297
H -0.1708 -0.4386 -0.9196 0.294
H 0.0396 0.5851 1.9214 0.536
```

As for the energy relative to the best compared isomer or geometry (same formula, charge and spin): 164.9 kcal per mole. Its highest occupied orbital energy is -9.13 eV. The calculation puts the frontier orbital gap at 9.995 eV. As for the SMILES: C1O[C@@H]2[C@@H]3OC[C@@H]1[C@H]23. As for the strongest force on any atom: 6.39 eV/Å.

Here is a single C6H8O2 molecule from the Open Molecules 2025 dataset. Energies are from ωB97M-V/def2-TZVPD.

```
16
Properties=species:S:1:pos:R:3:mulliken_charge:R:1
O -0.8864 -1.4990 -0.0566 -0.403
O 1.5279 -1.3968 -0.1095 -0.366
C -1.1679 0.9435 0.1922 -0.666
C 1.6688 0.8159 -0.0242 -0.952
C 0.2817 -0.9126 0.4416 0.017
C 0.2694 0.4982 -0.2513 0.442
C 2.3459 -0.3020 -0.1356 -0.256
C -1.9625 -0.4346 -0.2513 -0.318
H 3.3973 -0.4297 -0.1517 0.438
H 0.2551 -0.8200 1.5410 0.311
H 2.0919 1.7555 0.1515 0.402
H -1.5223 1.8270 -0.3202 0.325
H -2.4220 -0.4202 -1.3072 0.210
H 0.2450 0.1737 -1.3064 0.194
H -2.8338 -0.8940 0.3884 0.263
H -1.2882 1.0949 1.1995 0.357
```

As for the energy relative to the best compared isomer or geometry (same formula, charge and spin): 75.3 kcal per mole. Its highest occupied orbital energy is -8.58 eV. The calculation puts the frontier orbital gap at 9.641 eV. As for the SMILES: C1=C[C@@H]2CCO[C@H]2O1. As for the strongest force on any atom: 3.88 eV/Å.

Here is a molecular structure, C6H8O2 from the Open Molecules 2025 dataset. Energies are from ωB97M-V/def2-TZVPD.

```
16
Properties=species:S:1:pos:R:3:mulliken_charge:R:1
O -1.0080 0.7048 -2.2725 -0.427
O 2.0308 -0.6471 0.1760 -0.388
C -0.1390 -0.1150 -0.0891 -0.450
C 1.0729 -0.0693 -0.6052 -0.238
C -1.1837 1.7872 -1.2535 -0.434
C 1.3494 -1.3871 1.2715 -0.391
C -1.2960 0.3489 -0.8701 0.242
C 0.0843 -0.5691 1.4513 -0.415
H -0.0750 2.0292 -0.7934 0.235
H -2.3106 -0.0971 -0.7170 0.396
H -1.9668 2.7008 -1.4956 0.250
H 0.1373 0.3745 2.1463 0.251
H -0.9008 -1.1699 1.6845 0.276
H 1.8107 -1.3617 2.2805 0.313
H 1.0036 -2.5500 0.6505 0.235
H 1.3905 0.0212 -1.5642 0.545
```

As for the energy relative to the best compared isomer or geometry (same formula, charge and spin): 119.0 kcal per mole. Its highest occupied orbital energy is -8.56 eV. The calculation puts the frontier orbital gap at 9.479 eV. As for the strongest force on any atom: 4.37 eV/Å.

Here is a single C6H8O3S molecule from the Open Molecules 2025 dataset. Energies are from ωB97M-V/def2-TZVPD.

```
18
Properties=species:S:1:pos:R:3:mulliken_charge:R:1
S -0.7875 0.4762 1.5732 1.192
O -0.0443 -0.3696 2.4456 -0.588
O 0.2139 1.3855 0.7265 -0.394
O -1.7445 1.3912 2.0946 -0.635
C 0.3224 0.1344 -1.3997 -0.757
C 2.0363 -0.1989 0.3999 -0.725
C -1.1702 -0.1019 -1.1266 -0.597
C -1.5482 -0.5056 0.2984 -0.647
C 1.1057 0.7525 -0.2180 0.303
C 2.7876 -0.9878 0.8919 0.039
H 0.8258 -0.7851 -1.6986 0.427
H -1.7482 0.7769 -1.4145 0.352
H 3.4656 -1.6869 1.3012 0.435
H 1.7052 1.5837 -0.5883 0.274
H -1.3540 -1.5560 0.5116 0.354
H 0.3964 0.8178 -2.2475 0.258
H -1.5001 -0.9083 -1.7861 0.310
H -2.6127 -0.3214 0.4548 0.398
```

As for the energy relative to the best compared isomer or geometry (same formula, charge and spin): 48.2 kcal per mole. Its highest occupied orbital energy is -10.45 eV. The calculation puts the frontier orbital gap at 11.095 eV. As for the SMILES: C#C[C@H]1CCCS(=O)(=O)O1. As for the strongest force on any atom: 0.36 eV/Å.

Here is a molecular structure, C6H8O6Sr from the Open Molecules 2025 dataset. Energies are from ωB97M-V/def2-TZVPD.

```
21
Properties=species:S:1:pos:R:3:mulliken_charge:R:1
Sr 1.7197 -1.6494 -4.3033 1.812
O 1.2383 -0.3283 2.0283 -0.300
O -0.0448 -2.0270 2.7612 -0.352
O 0.5853 -0.8451 -2.0138 -0.974
O 0.8914 -2.0519 0.7680 -0.513
O -0.9016 0.8444 -2.5206 -0.302
O 0.8313 0.3789 -3.7814 -0.991
C -0.6030 1.1375 1.1186 -0.206
C 0.7732 -1.5179 1.9000 0.863
C 0.1559 0.1288 -2.7532 1.208
C 0.5474 0.9461 2.0481 -0.622
C -0.4464 1.3826 -0.1852 -0.214
C -1.4566 0.9317 -1.1906 -0.545
H -0.1856 -2.9962 2.6932 0.397
H 0.4170 1.9613 -0.5271 0.418
H 0.2014 0.9846 3.0875 0.360
H 1.3259 1.7046 1.9020 0.360
H -2.2626 1.6665 -1.2974 0.337
H -1.5899 0.8718 1.5109 0.371
H 0.6895 -1.4790 -0.3153 0.539
H -1.8859 -0.0439 -0.9299 0.355
```

As for the energy relative to the best compared isomer or geometry (same formula, charge and spin): 52.0 kcal per mole. Its highest occupied orbital energy is -16.08 eV. The calculation puts the frontier orbital gap at 8.029 eV. As for the strongest force on any atom: 4.42 eV/Å. The total charge is +2.

Here is a single C6H8OS molecule from the Open Molecules 2025 dataset. Energies are from ωB97M-V/def2-TZVPD.

```
16
Properties=species:S:1:pos:R:3:mulliken_charge:R:1
S 0.9553 -0.1530 -1.8639 -0.146
O -0.3137 0.0531 1.2506 -0.442
C -2.1260 -1.1651 0.4149 -0.905
C 0.6216 1.1416 -0.6806 -0.081
C 0.0943 -1.3911 -0.7698 -0.611
C 1.3016 1.9972 0.3795 -0.576
C 0.8481 0.5991 0.6760 -0.092
C -0.8418 -0.8258 0.3052 0.622
H 1.7305 -0.0740 0.7491 0.268
H -2.7481 -0.7546 1.2395 0.265
H -2.6070 -1.8521 -0.3062 0.233
H 2.3646 2.1384 0.4212 0.245
H 0.8527 -2.0155 -0.2769 0.314
H 0.7466 2.8673 0.6581 0.266
H -0.4972 -2.0580 -1.4364 0.370
H -0.3814 1.4926 -0.7603 0.270
```

As for the energy relative to the best compared isomer or geometry (same formula, charge and spin): 65.8 kcal per mole. Its highest occupied orbital energy is -8.81 eV. The calculation puts the frontier orbital gap at 9.720 eV. As for the SMILES: C=C1CS[C@@H]2C[C@H]2O1. As for the strongest force on any atom: 1.00 eV/Å.

Here is a molecular structure, C6H8OS2 from the Open Molecules 2025 dataset. Energies are from ωB97M-V/def2-TZVPD.

```
17
Properties=species:S:1:pos:R:3:mulliken_charge:R:1
S 0.7319 -2.8022 -0.1332 -0.067
S 0.9300 -1.3939 -1.6778 -0.125
O -0.3605 1.9184 -0.0117 -0.317
C -1.9559 0.2547 -0.8591 -1.381
C 0.5861 0.1571 -0.9332 -0.150
C 0.8714 2.1888 0.0470 -0.292
C -0.5658 0.7377 -0.5699 0.821
C 1.5975 1.0379 -0.3978 -0.185
C 0.4914 -1.7797 1.4042 -0.638
H -2.5167 0.9211 -1.5009 0.371
H 1.1331 3.0802 0.6961 0.338
H -1.9880 -0.6791 -1.1975 0.411
H -2.8028 0.2552 0.2188 0.222
H 0.2395 -2.6811 2.2752 0.282
H 1.3251 -0.9106 1.6246 0.223
H 2.7826 0.9859 -0.3730 0.268
H -0.4988 -1.2904 1.3882 0.219
```

As for the energy relative to the best compared isomer or geometry (same formula, charge and spin): 37.7 kcal per mole. Its highest occupied orbital energy is -7.98 eV. The calculation puts the frontier orbital gap at 8.623 eV. As for the strongest force on any atom: 7.01 eV/Å.

Here is a single C6H8S molecule from the Open Molecules 2025 dataset. Energies are from ωB97M-V/def2-TZVPD.

```
15
Properties=species:S:1:pos:R:3:mulliken_charge:R:1
S -0.6263 -1.7280 -1.0513 -0.223
C 2.1627 -0.7309 0.0683 -0.987
C -0.7587 -0.7461 0.5106 -0.538
C -1.6640 0.4042 0.4832 -0.682
C 0.3875 -0.4614 -0.3315 0.794
C 0.1484 0.8672 -0.9183 -0.980
C -0.9188 1.4498 -0.3519 -0.216
H -0.8385 -1.4208 1.3223 0.526
H -2.7038 0.3286 -0.0800 0.225
H 2.7922 -1.2181 -0.6784 0.298
H 0.7734 1.3908 -1.5982 0.450
H 2.6949 0.0901 0.4918 0.338
H -1.9321 0.6658 1.5123 0.333
H -1.4016 2.4498 -0.3589 0.377
H 1.8849 -1.3409 0.9799 0.286
```

As for the energy relative to the best compared isomer or geometry (same formula, charge and spin): 53.8 kcal per mole. Its highest occupied orbital energy is -8.46 eV. The calculation puts the frontier orbital gap at 9.423 eV. As for the SMILES: C[C@]12C=CC[C@H]1S2. As for the strongest force on any atom: 5.24 eV/Å.

Here is a single C6H8S2 molecule from the Open Molecules 2025 dataset. Energies are from ωB97M-V/def2-TZVPD.

```
16
Properties=species:S:1:pos:R:3:mulliken_charge:R:1
S 0.7482 -1.6560 2.6978 -0.208
S 0.0248 0.6315 -2.1233 -0.223
C 1.0339 -0.4637 1.6345 -0.614
C 0.3731 -0.1018 0.3488 0.662
C 1.1799 0.0484 -0.9204 -0.717
C -0.9077 -0.9778 -0.2446 -0.847
C -1.2767 0.3886 -0.8531 0.127
C -0.6566 1.1575 0.3117 -0.813
H 1.4835 -0.9639 -1.3478 0.331
H -0.4525 -1.7426 -0.9122 0.277
H 1.9618 0.7313 -0.7958 0.488
H -1.2365 0.9436 1.1948 0.365
H -2.2244 0.8832 -1.4273 0.368
H -1.7205 -1.3718 0.4241 0.286
H -0.2571 2.1761 0.2331 0.302
H 1.9266 0.3175 1.7797 0.216
```

As for the energy relative to the best compared isomer or geometry (same formula, charge and spin): 60.3 kcal per mole. Its highest occupied orbital energy is -8.54 eV. The calculation puts the frontier orbital gap at 8.061 eV. As for the SMILES: S=C[C@]12CS[C@H](C1)C2. As for the strongest force on any atom: 3.77 eV/Å.

Here is a molecular structure, C6H8Si from the Open Molecules 2025 dataset. Energies are from ωB97M-V/def2-TZVPD.

```
15
Properties=species:S:1:pos:R:3:mulliken_charge:R:1
Si -0.7540 -0.5835 -0.3609 0.455
C 1.2008 -0.4494 1.1002 -0.372
C -1.9957 0.7082 0.3778 -0.239
C 0.1794 -0.6495 -3.2975 0.411
C 2.0669 -1.4042 0.8858 -0.494
C -0.1890 -0.5584 -2.1333 -0.896
C -1.6121 1.9680 0.4171 -0.616
H 1.9044 -2.2829 0.2877 0.230
H 3.0526 -1.3609 1.4680 0.196
H -2.3857 2.5897 0.8376 0.244
H -2.9781 0.4759 0.8110 0.307
H 1.2235 0.4515 1.7623 0.283
H 0.6391 -0.6360 -4.2199 0.448
H -1.2505 -1.8506 -0.0408 -0.180
H -0.5702 2.3533 0.1300 0.222
```

As for the energy relative to the best compared isomer or geometry (same formula, charge and spin): 81.9 kcal per mole. Its highest occupied orbital energy is -8.80 eV. The calculation puts the frontier orbital gap at 9.440 eV. As for the strongest force on any atom: 4.44 eV/Å.

Here is a single C6H8Si molecule from the Open Molecules 2025 dataset. Energies are from ωB97M-V/def2-TZVPD.

```
15
Properties=species:S:1:pos:R:3:mulliken_charge:R:1
Si 1.7109 2.1092 -1.2850 0.069
C -0.6397 -0.7999 0.5270 -0.174
C 0.5637 0.6403 -1.2310 0.700
C -1.7073 -1.3854 2.8300 -0.663
C 0.2038 -0.1423 -2.3026 -0.972
C -1.1754 -1.1687 1.6997 -0.126
C 0.1654 0.3085 0.1488 -0.307
H -0.8204 -1.4164 -0.4063 0.071
H -0.2321 -1.0592 -2.0215 0.353
H 0.2898 1.1287 0.7916 0.365
H 2.3811 2.2107 0.0154 -0.074
H 0.5446 0.2445 -3.1805 0.352
H -1.1381 -1.8865 3.5332 0.255
H 2.6554 2.4067 -2.3103 -0.073
H -2.8016 -1.1901 3.1913 0.222
```

As for the energy relative to the best compared isomer or geometry (same formula, charge and spin): 107.2 kcal per mole. Its highest occupied orbital energy (alpha / beta) is -7.35 / -7.15 eV. The calculation puts the frontier orbital gap (alpha / beta) at 6.637 / 6.395 eV. As for the strongest force on any atom: 4.30 eV/Å.

Here is a molecular structure, C6H9AlF4NO5S2 from the Open Molecules 2025 dataset. Energies are from ωB97M-V/def2-TZVPD.

```
28
Properties=species:S:1:pos:R:3:mulliken_charge:R:1
S -1.8649 -0.3987 1.2201 1.018
S -2.0548 -4.1988 -2.9345 -0.146
Al -2.0761 4.5775 1.6203 0.922
F -2.0064 6.3575 1.3549 -0.474
F -3.7176 4.1214 2.2044 -0.479
F -1.7319 3.7256 0.0714 -0.459
F -0.8485 4.1054 2.8507 -0.486
O -0.9431 -1.4164 1.9376 -0.527
O -0.7944 0.8697 0.8319 -0.297
O -2.4150 -0.7141 -0.3673 -0.375
O 1.8968 -0.6459 -1.4414 -0.358
O -3.0761 -0.1460 2.1490 -0.539
N -0.7351 -2.1731 -1.0405 -0.165
C -1.2713 -2.8997 -2.1002 0.136
C 2.9945 -1.3766 -0.7840 -0.326
C 2.5369 -2.3371 0.4635 -0.702
C -1.1830 -0.7338 -1.2246 0.059
C -0.2951 0.4791 -0.5281 0.269
C 1.3419 0.4153 -0.5875 -0.579
H 1.7849 0.3499 0.4941 0.300
H -1.3383 -0.3102 -2.3075 0.463
H 1.7069 1.4555 -1.0310 0.232
H 2.7644 -1.7841 1.4956 0.246
H 1.4137 -2.6641 0.4159 0.164
H 3.4845 -2.0943 -1.6018 0.286
H 3.1960 -3.3192 0.4216 0.300
H 3.8263 -0.6490 -0.3718 0.266
H -0.5955 1.4042 -1.2108 0.251
```

Its highest occupied orbital energy is -8.05 eV. The calculation puts the frontier orbital gap at 8.460 eV. As for the strongest force on any atom: 9.00 eV/Å. The total charge is -1.